# 1
This record from the OMol25 dataset describes a cluster of 5 separate species, C32H71F3O14P in total. The level of theory is the ωB97M-V functional and the def2-TZVPD basis.

Last column: Löwdin charge in e.
Atoms and positions in Å:
P -0.21041 2.04625 1.74680  1.099
F 0.32586 3.23792 6.53475  0.164
F 0.91674 1.26640 7.25754  0.183
F -1.45766 0.28756 6.04380  0.092
O 6.89195 3.35896 0.24675  -0.201
O -4.93436 -0.43768 -0.98733  -0.199
O -5.00379 0.79442 -4.30958  -0.202
O 5.92200 5.56085 2.18351  -0.119
O -3.91875 2.71039 2.13562  -0.047
O -5.37659 -5.39923 5.48220  -0.194
O -5.72436 -6.69527 2.29137  -0.195
O 5.96738 2.07669 -6.22798  -0.125
O -4.71413 -3.84490 2.88926  -0.150
O -4.23193 -2.08849 -3.52099  -0.121
O 4.73392 2.81773 2.98415  -0.192
O -1.09050 -0.36262 0.97603  -0.237
O 5.60009 -0.28316 -4.25536  -0.192
O 5.43875 -0.53546 -7.77968  -0.199
C -5.39591 -0.42867 -4.91144  -0.205
C 4.71314 4.93364 1.81396  -0.192
C -0.82917 1.42223 5.69521  -0.222
C -0.00641 2.38534 3.50518  -0.285
C -6.59172 -7.25693 1.33043  -0.104
C -3.42042 -1.32527 -2.65104  -0.185
C 4.81586 1.58028 -5.57072  -0.186
C -1.74877 2.67097 1.05266  -0.233
C -4.79030 -5.52397 6.75809  -0.108
C -3.06809 1.89927 1.33737  -0.256
C -5.48852 -1.52837 -3.87930  -0.177
C -1.22721 1.99110 4.36751  -0.130
C 4.68155 -0.86766 -8.92130  -0.112
C -3.87387 -1.35499 -1.20822  -0.195
C -5.63337 -0.71080 0.20552  -0.104
C -5.66547 -4.05647 5.15185  -0.213
C 4.50708 2.17788 4.21679  -0.106
C 0.09423 1.93909 6.49139  -0.318
C 6.39206 0.47767 -8.04627  -0.208
C -1.66795 -1.30160 1.88206  -0.068
C -5.90507 -3.91431 3.66572  -0.181
C -4.52071 1.71873 -5.25855  -0.113
C 6.23007 -0.67433 -3.05921  -0.112
C 6.86700 1.11367 -6.76021  -0.180
C 7.62783 4.42255 0.82845  -0.203
C 0.08044 0.25259 1.39290  -0.298
C 4.10722 4.08311 2.91008  -0.211
C 7.08901 4.74664 2.20239  -0.173
C 5.09034 1.03453 -4.18670  -0.211
C 7.09541 3.27217 -1.14684  -0.106
C -4.00731 -5.06554 2.70419  -0.183
C -4.64580 -6.00041 1.70153  -0.211
H 0.83734 0.20344 0.60517  0.115
H 4.15932 2.44635 -5.45878  0.126
H -6.38037 -0.29757 -5.38038  0.131
H 4.82624 4.35117 0.89561  0.123
H 8.68114 4.12522 0.91786  0.131
H 6.74769 4.18109 -1.65116  0.093
H -6.06488 -7.96841 0.68484  0.090
H -4.19285 -2.37178 -0.94695  0.134
H -5.44915 -5.13134 7.54090  0.090
H -7.04640 -6.47806 0.70726  0.089
H 4.91482 2.76011 5.04956  0.096
H -3.62783 1.33460 -5.76547  0.089
H 6.92536 3.83128 2.77497  0.123
H 3.03505 3.92824 2.68727  0.106
H -3.82916 -4.99751 6.80380  0.087
H 7.56727 5.31555 0.19436  0.132
H 6.51390 2.42620 -1.50896  0.067
H -6.40582 -2.95768 3.50028  0.124
H -6.41169 0.04228 0.31191  0.095
H -3.31906 -0.29403 -2.99975  0.123
H 0.82590 2.74087 1.11575  0.066
H 3.99013 -1.65861 -8.63789  0.087
H -2.74967 -1.26423 1.77697  0.073
H 7.77768 1.67205 -6.98423  0.129
H -1.32143 -2.31114 1.66474  0.105
H -4.97083 -0.66289 1.08164  0.070
H -6.04821 -2.35259 -4.32428  0.130
H -1.44385 -1.07365 2.92926  0.091
H 8.15121 3.10575 -1.38672  0.095
H -4.62087 -6.58297 6.93872  0.091
H 5.80984 1.68855 -3.67727  0.113
H 0.53255 -0.19653 2.28306  0.115
H 5.53571 -0.63592 -2.20960  0.085
H -2.43543 -1.79635 -2.69453  0.129
H 0.20932 3.45319 3.58147  0.104
H 4.10748 -0.00497 -9.27919  0.089
H -6.56990 -3.73864 5.68946  0.131
H -6.09801 -1.70202 0.17708  0.094
H -7.37774 -7.78278 1.86743  0.091
H 6.57329 -1.69868 -3.18706  0.090
H -3.58126 1.74552 0.39030  0.127
H -3.84199 -5.57460 3.65572  0.125
H -4.83251 -3.40520 5.45111  0.126
H 4.29552 0.83662 -6.17879  0.124
H 7.11241 0.34785 -6.02124  0.123
H -3.03512 -1.06380 -0.55932  0.102
H 7.25382 0.03298 -8.56291  0.130
H -3.03299 -4.77214 2.30443  0.117
H -1.57985 2.83851 -0.01141  0.106
H 3.43215 2.01783 4.39384  0.068
H 0.90092 1.86677 3.82446  0.092
H 4.01668 5.75173 1.61343  0.129
H 7.09461 -0.03636 -2.83972  0.087
H -4.25956 2.63132 -4.72591  0.085
H -4.67354 -0.71717 -5.68477  0.131
H -3.91297 2.39020 3.04099  0.082
H 5.00529 1.21144 4.18506  0.093
H -5.28173 1.95488 -6.01048  0.091
H 4.19486 4.60935 3.86813  0.133
H -3.89213 -6.72457 1.36073  0.131
H -1.81919 1.22746 3.86041  0.102
H 4.15351 1.01785 -3.60823  0.125
H -1.88108 3.66388 1.49424  0.110
H 5.32131 -1.23062 -9.73374  0.089
H 5.95460 1.24904 -8.69228  0.130
H -6.56369 -4.70621 3.30509  0.126
H -6.03590 -1.18454 -2.99899  0.123
H 7.83861 5.34219 2.72497  0.131
H -2.90712 0.95043 1.83821  0.081
H -1.84787 2.88123 4.49016  0.133
H -4.99325 -5.42196 0.83498  0.126

As for the orbital gap: 0.287 Eh. For the HOMO energy, the calculation gives -0.3920 Eh. The total charge is +1. Its max |F| is 0.01823 Eh/bohr. The value obtained for the LUMO energy is -2.857 eV.


# 2
This record from the OMol25 dataset describes a cluster of 3 separate species, C32H72Cl2FN4O8PS3 in total. The level of theory is the ωB97M-V functional and the def2-TZVPD basis.

Last column: Löwdin charge in e.
Atoms and positions in Å:
Cl -3.56659 -5.91892 0.59773  0.585
Cl -1.52937 -3.50908 0.32603  0.628
S -3.86957 -0.76026 3.68278  0.675
S -0.60032 -1.88933 3.19673  0.914
S -1.08248 2.41116 3.54053  0.879
P -4.80745 0.09114 -2.09920  0.474
F -0.43561 -0.65431 0.51959  -0.057
O -3.27914 -1.83897 4.43685  -0.349
O -4.42952 -1.78792 7.30990  -0.050
O -3.22909 -0.07272 -2.01716  -0.205
O -5.21404 1.21145 -1.03766  -0.222
O -5.33272 0.34457 -3.45696  -0.258
O -5.12897 -1.02832 3.03200  -0.298
O -2.96776 -0.59996 1.05467  -0.088
O -0.22542 0.32113 4.89876  -0.235
N 8.15152 -0.07545 -4.76545  -0.200
N -1.15067 0.72343 3.92063  -0.475
N 1.74152 1.91531 -3.39667  -0.196
N -1.90732 -0.73696 7.38280  -0.052
C -4.11170 0.63872 4.74494  -0.117
C -5.54208 2.53388 -1.51327  -0.258
C 8.39670 1.23468 -4.18770  -0.245
C -5.05470 -1.52844 0.19720  -0.160
C 1.43958 -0.12529 -2.02768  -0.085
C -2.01406 -2.19239 7.48606  -0.200
C -4.21641 -4.25164 0.84022  -0.695
C -3.43445 -2.65354 7.84555  -0.410
C -0.52256 -0.25252 7.21411  -0.178
C -3.64491 -4.11756 7.42932  -0.031
C -2.70872 -0.19980 2.36013  -0.350
C -5.20854 -4.34233 2.01749  -0.112
C 4.19488 2.05745 -2.66877  -0.079
C -2.15563 2.05958 -1.36281  -0.051
C -5.37514 -1.40820 -1.30731  -0.180
C 2.82779 2.21571 -5.68415  -0.086
C 1.10482 0.53347 1.83510  -0.042
C 2.72834 2.48054 -2.49283  -0.242
C -2.38438 1.01049 -2.45533  -0.215
C 1.67438 2.51001 -4.72016  -0.247
C 8.98828 -0.43058 -5.89697  -0.276
C -5.55854 3.47591 -0.31858  -0.066
C -3.54676 -1.78655 0.47917  -0.319
C -1.19239 -0.22633 2.75632  -0.643
C -0.48290 0.89001 6.19621  -0.182
C -3.13276 -3.15089 1.08818  -0.584
C 6.75777 -0.44020 -4.93804  -0.245
C 1.66807 0.46380 -3.40948  -0.268
C 8.26379 2.46247 -5.09975  -0.079
C -0.37235 0.29002 1.53877  -0.406
C 5.95987 0.25097 -6.05078  -0.081
C 10.47531 -0.32683 -5.59462  -0.092
H -1.43749 0.53606 -2.71873  0.103
H 2.29350 0.02439 -1.36516  0.067
H 5.01398 -0.27473 -6.19681  0.067
H -4.08307 -4.70717 8.23677  0.077
H 8.75372 2.30770 -6.06212  0.067
H -2.90870 -3.12075 2.15126  0.059
H 0.11820 -1.06190 6.86250  0.120
H 0.82527 0.19143 -4.05136  0.115
H 4.29031 0.97970 -2.81134  0.059
H 1.46654 1.34378 1.19501  0.082
H 4.67310 2.55415 -3.51225  0.050
H 8.73934 3.32369 -4.62647  0.071
H 5.71815 1.28175 -5.79677  0.039
H -4.83031 -3.79765 2.87803  0.063
H 8.76859 0.16638 -6.79722  0.102
H 11.04987 -0.70922 -6.43900  0.072
H 7.22465 2.72927 -5.28840  0.050
H -1.70665 -2.60555 6.52229  0.108
H -4.30901 -4.18397 6.56402  0.080
H -6.46190 -1.35240 -1.42090  0.107
H 2.65235 3.56880 -2.55984  0.115
H 0.29877 1.62659 6.40113  0.114
H -6.17596 -3.92116 1.74825  0.077
H 2.42647 2.23531 -1.47105  0.092
H 1.29446 0.81691 2.86808  0.057
H -2.91627 0.88220 2.34656  0.115
H -0.84988 1.17945 1.13085  0.099
H 8.75548 -1.46726 -6.15466  0.117
H -2.25651 -0.33280 8.24453  0.114
H 0.74037 2.17239 -5.18026  0.109
H -4.81108 2.86456 -2.25472  0.108
H -2.84849 1.90888 -0.53475  0.069
H -2.70095 -4.58991 7.15377  0.079
H 0.24766 2.60624 3.48685  -0.105
H -3.93615 0.26120 5.75405  0.055
H -2.79927 1.44020 -3.36866  0.114
H 9.40394 1.23218 -3.76456  0.100
H -5.15694 0.92898 4.61709  0.076
H 10.73126 -0.91353 -4.71156  0.080
H 6.72388 -1.52056 -5.11087  0.111
H -6.31896 4.24623 -0.46861  0.075
H -5.79474 2.94371 0.60226  0.077
H -5.71403 -2.23660 0.68343  0.084
H -3.46910 1.47408 4.49098  0.025
H 3.06480 1.15289 -5.71290  0.052
H -1.35251 -2.58981 8.27234  0.124
H -0.14851 0.13126 8.16970  0.117
H 1.27251 -1.20018 -2.10145  0.085
H 1.66140 -0.36318 1.56455  0.088
H -4.60284 3.98841 -0.18648  0.068
H -3.55437 -2.60222 8.93422  0.133
H 6.24918 -0.27867 -3.98305  0.102
H 1.57074 3.59239 -4.60291  0.111
H -4.89715 -2.24749 6.61615  0.067
H -1.13708 1.98863 -0.97737  0.057
H 7.72761 1.34535 -3.33041  0.110
H -4.73564 -4.04937 -0.09619  0.085
H 0.56144 0.31667 -1.55911  0.048
H -6.51309 2.49635 -2.00698  0.118
H 2.55785 -0.00921 -3.85674  0.102
H -1.45493 1.38354 6.21373  0.102
H -2.27382 3.06787 -1.76387  0.079
H 2.55944 2.52146 -6.69733  0.075
H 10.79113 0.70331 -5.42707  0.063
H 3.73033 2.76168 -5.41226  0.051
H 4.76284 2.31950 -1.77372  0.074
H -4.97524 -2.24025 -1.89129  0.107
H -3.07638 -1.81171 -0.50511  0.101
H -5.28555 -0.57056 0.66125  0.100
H 0.65681 -1.51915 3.44580  -0.099
H 6.48902 0.24222 -7.00423  0.069
H -5.32997 -5.38139 2.31269  0.053

As for the orbital gap: 0.303 Eh. For the HOMO energy, the calculation gives -0.2989 Eh. Its max |F| is 0.01518 Eh/bohr. The value obtained for the LUMO energy is 0.118 eV. Its structure (SMILES) is CCOP(=O)(CC[C@@H](O[C@H]([C@@](S)([C@@H](C)F)N(S)OCCNC[C@H](C)O)S(C)(=O)=O)[C@H](Cl)[C@H](C)Cl)OCC.CCN(CC)CC.CCN(CC)CC.


# 3
This record from the OMol25 dataset describes a structure of composition C32H72F8KN8O16S8 in a non-equilibrium geometry. The level of theory is the ωB97M-V functional and the def2-TZVPD basis.

Last column: Löwdin charge in e.
Atoms and positions in Å:
K -1.14260 -7.15053 9.61850  0.780
S -0.21877 -4.01684 10.96412  0.463
S 0.41046 -8.64941 6.72748  0.403
S -3.75726 -8.96661 11.43466  0.399
S 0.12859 -10.56613 8.17452  0.682
S -4.86771 -6.95703 11.09250  0.631
S 2.09070 -7.57325 16.42128  0.554
S -0.01780 -2.90449 8.92767  0.646
S 1.65004 -7.38586 14.17233  0.438
F -2.54352 -9.82334 10.95398  -0.186
F 0.01187 -7.10038 6.67327  -0.199
F -1.22938 -5.06072 11.62702  -0.208
F -4.38521 -5.40323 11.42235  -0.224
F 0.40370 -3.65864 7.51210  -0.246
F 1.53197 -10.18486 8.97388  -0.220
F 1.11404 -8.30219 12.95190  -0.254
F 2.62665 -8.81475 17.41795  -0.266
O 3.24529 -6.73325 16.47648  -0.252
O 0.38495 -6.77115 14.38737  -0.263
O -5.55909 -7.13882 12.37550  -0.243
O -3.76191 -9.24591 12.87350  -0.272
O 1.81521 -8.77741 6.64515  -0.233
O -4.84117 -9.62164 10.66132  -0.313
O 1.28238 -2.27339 9.41394  -0.283
O 0.90121 -7.16407 17.14426  -0.276
O -1.06822 -2.00541 8.43360  -0.290
O -0.46907 -9.20811 5.62349  -0.346
O 2.77941 -6.66757 13.56124  -0.291
O -0.65807 -11.37499 9.14303  -0.283
O -0.51830 -2.73826 11.64849  -0.254
O -5.66745 -6.66854 9.90691  -0.291
O 0.77753 -11.27024 7.05553  -0.269
O 1.12147 -4.58596 11.34522  -0.315
N -0.60577 -4.29692 9.54548  -0.343
N -3.94770 -11.19763 6.50555  -0.196
N -0.28684 -8.92023 7.96620  -0.405
N -3.85416 -4.64753 6.76645  -0.190
N 1.91396 -8.62837 15.11079  -0.263
N 4.51517 -5.89960 8.84431  -0.258
N -0.61247 -11.47096 15.04081  -0.252
N -3.32375 -7.62645 10.96712  -0.357
C 4.70966 -6.24274 10.31229  -0.049
C -4.94012 -11.90138 7.48940  -0.101
C -3.12820 -11.77485 14.86587  -0.190
C -0.30625 -11.33709 17.42858  -0.128
C 4.70630 -4.78309 11.01499  -0.120
C 4.91534 -8.18021 5.56918  -0.107
C -3.10698 -5.51707 4.61256  -0.148
C -3.38649 -3.41927 5.86287  -0.035
C -4.25821 -12.85164 14.61503  -0.090
C -4.79363 -2.82119 8.30121  -0.240
C -2.85340 -12.23776 5.99972  -0.055
C -4.28972 -5.62918 5.64080  -0.071
C -5.06065 -4.20824 7.71366  -0.053
C -4.56309 -10.60830 5.18700  -0.040
C 0.70873 -12.23650 15.34569  -0.041
C -5.80001 -2.31532 9.32648  -0.070
C 0.76107 -12.29653 16.96900  -0.127
C -2.85432 -4.02973 4.48131  -0.133
C -2.97216 -12.33227 4.50826  -0.178
C 4.95997 -7.09437 8.04518  -0.084
C 5.34984 -4.62522 8.64437  -0.064
C -6.27518 -11.11631 7.72184  -0.214
C 4.87569 -6.93643 6.41822  -0.198
C -3.51823 -10.98995 4.00006  -0.109
C -3.35747 -10.06553 7.35673  0.015
C -0.47279 -10.79490 13.66121  0.034
C -1.77650 -12.50277 15.05098  -0.104
C -7.28511 -12.23275 8.05150  -0.092
C 5.27649 -3.89716 9.96335  -0.166
C -0.73675 -10.46397 16.18052  -0.044
C -2.79512 -5.27758 7.60355  -0.023
C 3.02767 -5.79260 8.68765  0.016
H 0.67163 -13.08930 14.66786  0.125
H -1.14523 -11.99633 17.65132  0.098
H -3.55411 -13.22119 4.26484  0.116
H -6.00134 -4.39041 7.19405  0.140
H 0.01091 -10.91547 18.38238  0.126
H -0.02522 -9.67237 15.94562  0.093
H -5.72172 -2.90317 10.24103  0.077
H -0.64576 -11.49309 12.84223  0.111
H -4.82377 -9.55052 5.22251  0.116
H -3.20277 -6.01703 8.29285  0.078
H 4.12627 -7.04282 10.76795  0.139
H -5.41483 -11.19100 4.83615  0.124
H -3.41812 -3.50964 3.70689  0.111
H -3.85407 -10.98540 2.96310  0.119
H -3.77877 -2.72136 8.68617  0.109
H 6.33071 -4.78926 8.19819  0.138
H -2.67794 -2.75608 6.35909  0.118
H -4.80476 -2.07914 7.50288  0.098
H -1.72192 -10.01249 16.06344  0.130
H 4.76079 -4.10429 7.88955  0.132
H 3.91926 -6.51790 6.10487  0.090
H -7.28137 -13.03514 7.31376  0.082
H -4.96786 -4.86957 8.57513  0.088
H -1.67610 -13.18701 15.89350  0.127
H -2.62281 -10.36866 3.98210  0.100
H 1.51177 -11.55553 15.06372  0.112
H -2.86742 -10.39442 8.27313  0.084
H -3.20018 -11.09727 14.01510  0.072
H -4.22247 -2.78144 5.57580  0.122
H -2.02626 -11.58482 6.27830  0.096
H -3.39573 -5.93480 3.64808  0.119
H -1.88285 -5.62658 7.11977  0.089
H -5.22559 -5.31539 5.17844  0.129
H 0.54691 -13.33058 17.23910  0.106
H -2.64622 -9.68332 6.62452  0.074
H -4.39191 -13.53435 15.45416  0.071
H -2.06517 -12.56370 3.94978  0.130
H 2.61063 -6.79354 8.79862  0.106
H -8.29520 -11.88479 8.26773  0.083
H -3.52840 -11.26804 15.74398  0.113
H -2.54615 -4.44371 8.25989  0.072
H 1.75358 -11.99542 17.30421  0.113
H -6.67638 -10.75445 6.77517  0.091
H 2.64258 -5.37164 7.75889  0.102
H 5.16984 -4.74976 12.00095  0.123
H 5.60773 -6.19396 6.10051  0.105
H -5.21091 -12.41964 14.30873  0.075
H -6.88784 -2.30308 9.25880  0.084
H -1.59541 -13.23462 14.26377  0.124
H -4.04797 -13.52811 13.78661  0.063
H 3.78383 -4.41144 11.46110  0.103
H 4.60695 -3.05738 9.77738  0.119
H -4.40541 -12.14600 8.40719  0.138
H -5.40867 -1.29876 9.36591  0.087
H 0.48374 -10.27304 13.68936  0.067
H 5.96794 -8.45221 5.49077  0.076
H -4.56570 -6.63065 5.97097  0.120
H -2.73288 -13.20855 6.48049  0.145
H -6.24467 -10.24953 8.38204  0.104
H -1.83337 -3.70933 4.27370  0.116
H -6.90123 -12.45791 9.04650  0.082
H 6.18586 -3.37235 10.25615  0.126
H 5.98595 -7.37582 8.28239  0.130
H 4.35861 -7.88056 8.50167  0.123
H -4.15537 -9.33137 7.46840  0.103
H 2.58666 -5.09441 9.39908  0.086
H -1.22811 -10.01739 13.54682  0.087
H 5.73594 -6.60538 10.37012  0.128
H -5.17565 -12.87993 7.07099  0.117
H -2.15749 -5.96273 4.90914  0.103
H 4.27025 -9.01146 5.85378  0.071
H 4.62744 -7.85131 4.57066  0.082

As for the orbital gap: 0.318 Eh. For the HOMO energy, the calculation gives -0.4007 Eh. The total charge is +1. The value obtained for the energy relative to the best compared isomer or geometry (same formula, charge and spin) is 535.9 kJ/mol. Its max |F| is 0.23281 Eh/bohr. The value obtained for the LUMO energy is -2.263 eV.


Total energy across the listed records, respectively: -2955.59343, -4639.47780, -7488.09797 hartree.